Entry 1:
DFT (wB97M-V/def2-TZVPD) results for a 9-piece molecular cluster, C27H32F8N5O24 overall.

ORCA input file:
```
! RIJCOSX wB97M-V def2-TZVPD def2/J DEFGRID3
* xyz 1 1
N -1.48596 0.24106 0.22105
C -1.85801 1.56639 -0.23732
N -2.90249 2.07285 0.64531
C -4.16092 1.68409 0.51684
N -4.64912 0.87974 -0.44876
C -5.92605 0.76349 -0.18899
N -6.28802 1.44612 0.89168
N -5.15101 2.04360 1.35450
H -0.59694 -0.04598 -0.18002
H -1.35743 0.31161 1.22552
H -1.04919 2.30646 -0.22645
H -2.24951 1.53079 -1.25716
H -2.66201 2.66497 1.42363
H -6.60337 0.17552 -0.79070
H -7.19388 1.54926 1.32016
H -5.13029 2.64942 2.16326
C 2.97734 0.65267 -2.79066
C 2.32540 -0.14016 -3.90800
O 1.72525 -1.21533 -3.19919
C 1.49058 -0.81754 -1.92592
O 0.82177 -1.41134 -1.14543
O 2.12206 0.35094 -1.67601
F 3.22626 -0.63878 -4.77636
H 3.97956 0.27390 -2.58832
H 3.00918 1.72300 -2.96714
H 1.55216 0.39337 -4.46273
C 4.12147 -3.68273 -3.95049
C 3.62781 -5.04073 -3.50071
O 4.66660 -5.46550 -2.63117
C 5.27814 -4.35969 -2.12577
O 6.02578 -4.35911 -1.20713
O 4.89593 -3.26207 -2.81475
F 3.51211 -5.91851 -4.52127
H 4.76216 -3.77069 -4.82781
H 3.32893 -2.97229 -4.14594
H 2.68860 -5.03059 -2.94430
C 8.56324 -4.76526 -5.88325
C 8.39558 -5.34268 -7.27446
O 6.99444 -5.16235 -7.49497
C 6.58122 -4.11793 -6.75189
O 5.52840 -3.57379 -6.86218
O 7.52298 -3.77505 -5.84620
F 8.68201 -6.66071 -7.31865
H 8.36633 -5.52361 -5.12444
H 9.53218 -4.30625 -5.71240
H 8.95442 -4.83217 -8.05270
C 13.33194 -4.21910 -6.17927
C 14.02425 -3.74891 -7.44486
O 13.24667 -4.36353 -8.45830
C 12.00048 -4.57915 -7.97332
O 11.06089 -4.87822 -8.63004
O 11.98295 -4.39841 -6.63183
F 15.29752 -4.18523 -7.53020
H 13.73597 -5.17816 -5.85464
H 13.36481 -3.50397 -5.36349
H 14.01247 -2.66863 -7.59737
C -4.65958 5.23179 5.61237
C -4.76808 4.84588 4.15315
O -6.15395 4.83123 3.93006
C -6.73933 5.68543 4.83941
O -7.86464 6.03497 4.76153
O -5.84317 6.03328 5.77357
F -4.30632 3.58227 3.87705
H -4.71956 4.36648 6.27192
H -3.77053 5.80661 5.85041
H -4.29284 5.53970 3.45778
C -10.25759 5.75080 2.64058
C -10.20947 5.28923 1.19967
O -11.56777 5.12567 0.87848
C -12.30047 5.95639 1.68917
O -13.43688 6.22270 1.52451
O -11.51522 6.42659 2.68785
F -9.56461 4.09280 1.05993
H -10.27573 4.89723 3.31943
H -9.44952 6.41666 2.92114
H -9.75841 6.00031 0.50566
C -6.30601 0.89738 9.41452
C -7.08208 1.59367 8.31342
O -6.28075 2.73830 8.05798
C -5.00049 2.45094 8.42459
O -4.06033 3.12007 8.14869
O -4.96197 1.30781 9.13091
F -8.31073 1.98754 8.70280
H -6.60374 1.27486 10.39296
H -6.38214 -0.18492 9.39353
H -7.17688 1.01603 7.39211
C 1.09128 -1.27599 4.76746
C 0.96405 -1.83410 3.36144
O -0.28997 -1.30056 2.94639
C -0.52297 -0.17062 3.64838
O -1.37538 0.61919 3.37802
O 0.33539 -0.05710 4.67220
F 0.90543 -3.17750 3.33848
H 0.61474 -1.93979 5.48877
H 2.11109 -1.06477 5.07140
H 1.73346 -1.50156 2.66327
*
```

The HOMO energy comes out at -11.9992 eV. As for the total energy: -106843.4252 eV. Its molecular weight is 962.548 u. The gap between HOMO and LUMO comes out at 0.352 hartree.

Entry 2:
DFT (wB97M-V/def2-TZVPD) results for C27H32IrN2O3S3 as an isolated structure.

ORCA input file:
```
! RIJCOSX wB97M-V def2-TZVPD def2/J DEFGRID3
* xyz 1 5
Ir -0.96471 -0.87528 -0.31630
O 0.89096 -0.78208 1.17223
S 1.91249 -0.63445 2.26671
C 3.51897 -0.38176 1.45970
C 3.78203 0.94616 0.76700
C 2.85032 1.26334 -0.39657
C 3.18332 0.46194 -1.64878
S 1.75085 0.17467 -2.71307
O 0.77532 -0.51759 -1.79859
C 1.23259 1.86761 -2.90310
C 1.83153 2.61187 -3.90860
C 1.49042 3.94678 -4.05059
C 0.55087 4.51516 -3.20128
C -0.05245 3.75343 -2.21237
C 0.28685 2.41815 -2.05453
C 1.70019 0.98205 2.97421
C 2.46510 1.30502 4.08850
C 2.34221 2.56774 4.64213
C 1.44847 3.48136 4.09572
C 0.67256 3.13326 3.00260
C 0.79453 1.87465 2.42932
H 3.58051 -1.24146 0.78854
H 4.25299 -0.55168 2.24977
H 4.82099 0.93232 0.42376
H 3.72330 1.74749 1.50677
H 2.90937 2.32867 -0.62583
H 1.82152 1.05391 -0.10665
H 3.52704 -0.54864 -1.41983
H 3.95104 0.93648 -2.26262
H 2.54653 2.15598 -4.58065
H 1.94896 4.53898 -4.82863
H 0.28252 5.55595 -3.31889
H -0.79270 4.20050 -1.56357
H -0.18576 1.80619 -1.30107
H 3.14189 0.58240 4.52468
H 2.93424 2.83627 5.50502
H 1.34941 4.46321 4.53659
H -0.03837 3.83889 2.59735
H 0.17746 1.57495 1.59511
S -2.40533 0.67663 0.93270
C -2.66734 -0.70847 1.95877
C -3.45185 -0.76685 3.11065
C -3.53749 -1.96655 3.78010
C -2.85237 -3.08447 3.30008
C -2.10035 -2.94521 2.15284
N -2.01654 -1.78603 1.50370
H -3.97188 0.11370 3.45511
H -4.13716 -2.04461 4.67614
H -2.89995 -4.03506 3.80782
H -1.54573 -3.77099 1.72750
O -2.19498 0.41362 -2.25530
H -2.97950 0.71001 -1.77429
H -2.51659 -0.11350 -2.99599
C 0.31548 -3.61487 -2.05982
C -1.15814 -3.54792 -2.07782
C -2.05804 -4.46218 -2.71699
C -3.31412 -4.00608 -2.46352
C -3.16510 -2.81318 -1.66671
C -4.26909 -1.99616 -1.12323
N -1.85407 -2.56601 -1.46728
H 0.65366 -4.64282 -2.17353
H 0.71999 -3.18974 -1.13858
H 0.72476 -3.02782 -2.88602
H -1.75615 -5.33391 -3.26864
H -4.25700 -4.42566 -2.76583
H -4.96770 -2.63228 -0.57598
H -4.84611 -1.54935 -1.93856
H -3.90466 -1.20675 -0.47149
*
```

The HOMO energy (spin up / spin down) comes out at -9.7059 / -10.1596 eV. As for the total energy: -72977.3154 eV. For the energy above the lowest of the compared OMol25 structures with the same formula, charge and spin, the calculation gives 0.00 kcal/mol. Its molecular weight is 720.982 u. The gap between HOMO and LUMO (spin up / spin down) comes out at 0.291 / 0.216 hartree. Its expectation value of S² is 6.017.

Entry 3:
DFT (wB97M-V/def2-TZVPD) results for C27H32N10O5RhS3 as an isolated structure.

ORCA input file:
```
! RIJCOSX wB97M-V def2-TZVPD def2/J DEFGRID3
* xyz 3 1
Rh 1.16679 -0.01496 0.05427
N -0.20069 -2.63968 2.83717
C -0.23891 -3.60163 1.83490
C -0.64522 -4.93185 1.84676
C -0.57826 -5.60063 0.64436
C -0.12251 -4.97424 -0.53193
C 0.28541 -3.65973 -0.53885
C 0.21952 -2.97556 0.67330
N 0.52610 -1.66575 1.00805
C 0.25237 -1.50705 2.29159
C 0.54760 -0.20088 2.84435
C 0.47179 0.36706 4.07166
S 1.06683 1.97009 4.01809
C 1.40219 1.82772 2.37029
N 1.07031 0.65670 1.88772
H -0.47895 -2.77204 3.79701
H -0.98938 -5.41922 2.74900
H -0.87720 -6.63888 0.60021
H -0.08806 -5.54734 -1.44810
H 0.64142 -3.18758 -1.44562
H 0.11115 -0.06188 4.99315
H 1.83714 2.60796 1.76564
N 1.68867 1.66046 -0.97682
C 1.82959 2.40104 -1.86228
N 2.00973 3.23067 -2.82791
C 3.33715 3.40742 -3.47041
C 3.52800 4.88484 -3.77413
O 2.44920 5.36875 -4.53846
C 1.23763 5.31915 -3.81929
C 0.86269 3.87705 -3.52016
H 3.34622 2.82610 -4.39397
H 4.10585 3.03316 -2.79584
H 4.43192 5.02284 -4.36433
H 3.62329 5.45555 -2.84138
H 0.47103 5.77422 -4.44312
H 1.32076 5.89207 -2.88732
H 0.67788 3.33278 -4.44784
H -0.01394 3.81661 -2.87723
S 3.28267 -0.89681 0.37569
C 4.51585 0.30696 0.49068
N 5.78804 -0.15708 0.34685
C 6.87035 0.63156 0.49036
C 6.68382 1.95495 0.77677
C 5.36261 2.38302 0.89833
N 4.30423 1.58680 0.76219
H 5.91769 -1.14075 0.13102
H 7.83664 0.16156 0.36560
H 7.51913 2.62647 0.90336
H 5.14898 3.42229 1.12164
C -5.05732 -4.06939 1.39523
C -4.73660 -2.97768 2.40548
S -3.83455 -1.61748 1.71945
O -2.67404 -2.11496 1.00273
O -3.59488 -0.63511 2.75463
C -4.93797 -0.89331 0.51444
C -4.39258 0.41725 -0.04717
N -3.01152 0.29148 -0.55655
C -1.92511 0.76456 0.08480
N -0.81676 0.31729 -0.50744
C -1.20196 -0.46800 -1.56499
C -2.55066 -0.48833 -1.59288
N -3.36846 -1.17011 -2.56766
O -2.76952 -1.84345 -3.37102
O -4.57012 -1.01419 -2.49702
C -1.99275 1.70432 1.23298
H -5.50969 -4.91153 1.91580
H -4.15368 -4.41726 0.89631
H -5.77124 -3.73347 0.64414
H -4.07476 -3.33076 3.20060
H -5.62031 -2.54707 2.87896
H -5.88506 -0.68565 1.01482
H -5.10462 -1.62719 -0.27123
H -4.36980 1.18034 0.72491
H -5.03590 0.75024 -0.85623
H -0.52213 -0.95617 -2.24536
H -2.46672 1.23849 2.09780
H -2.57179 2.58671 0.95491
H -0.99458 2.03806 1.49455
*
```

The HOMO energy comes out at -16.1144 eV. As for the total energy: -89145.2189 eV. For the energy above the lowest of the compared OMol25 structures with the same formula, charge and spin, the calculation gives 4.05 kcal/mol. Its molecular weight is 775.725 u. The gap between HOMO and LUMO comes out at 0.235 hartree.

Entry 4:
DFT (wB97M-V/def2-TZVPD) results for C27H32N5O9SScSi as an isolated structure.

ORCA input file:
```
! RIJCOSX wB97M-V def2-TZVPD def2/J DEFGRID3
* xyz 0 1
Sc 0.79373 -0.29029 1.54288
C 3.89830 -0.80433 2.31896
O 2.72352 -0.06715 2.67921
C 2.99460 1.31035 2.96116
C 1.70991 1.91745 3.46921
O 0.66019 1.81965 2.49391
C 0.56587 2.94883 1.60924
H 4.59509 -0.80468 3.15504
H 4.37114 -0.35218 1.44509
H 3.58764 -1.81651 2.08846
H 3.33433 1.81327 2.05420
H 3.76448 1.38134 3.73008
H 1.87656 2.95653 3.74688
H 1.36575 1.36819 4.34208
H 0.62111 3.86858 2.18976
H -0.41149 2.88455 1.13540
H 1.35494 2.92906 0.85869
N -3.05588 -1.88915 0.85405
C -3.43896 -1.82332 -0.44368
C -4.68200 -2.36020 -0.85268
C -5.07420 -2.31882 -2.16839
C -4.24896 -1.76265 -3.15713
C -3.02230 -1.26424 -2.78587
C -2.63761 -1.24994 -1.44823
S -1.00061 -0.78485 -1.01956
N -1.15393 -0.38266 0.59938
C -1.90514 -1.27580 1.41034
C -1.57006 -1.49371 2.70893
C -2.40649 -2.22816 3.64468
C -2.00384 -2.42408 4.91479
C -0.74515 -1.90545 5.37160
C -0.00173 -1.20718 4.48112
N -0.34762 -0.96785 3.18960
H -3.62230 -2.44835 1.46081
H -5.32050 -2.81332 -0.10027
H -6.03649 -2.73393 -2.44524
H -4.55731 -1.74821 -4.19354
H -2.34282 -0.88118 -3.54110
H -3.37093 -2.61220 3.33856
H -2.63500 -2.98014 5.59772
H -0.40105 -2.04980 6.38525
H 0.96097 -0.80968 4.78812
O 1.29860 -3.41930 -0.87338
C 1.65663 -2.40223 -0.33276
O 1.33295 -2.03127 0.88715
C 2.57796 -1.44995 -1.07880
C 3.38786 -1.99256 -2.04742
C 4.25783 -1.18711 -2.76296
C 4.32563 0.16253 -2.53110
C 3.52327 0.71581 -1.55077
C 2.60331 -0.05642 -0.80314
O 1.77551 0.48347 0.05324
N 3.68142 2.16057 -1.32647
O 4.04333 2.84182 -2.26272
O 3.35146 2.62007 -0.24811
N 5.13639 -1.78381 -3.78274
O 5.88109 -1.04089 -4.39341
O 5.05894 -2.98308 -3.95623
H 3.33274 -3.05273 -2.25080
H 5.00545 0.78477 -3.09157
C -1.49206 3.69420 -2.02191
Si -2.24380 1.99690 -2.21335
C -2.65176 1.74259 -4.02117
C -3.69515 1.83875 -1.06909
C -0.79795 0.86722 -1.69253
H -2.16926 4.45865 -2.41566
H -0.54433 3.77697 -2.56638
H -1.29655 3.92918 -0.97000
H -2.68366 2.70845 -4.53433
H -3.61803 1.25270 -4.16753
H -1.88740 1.13487 -4.51518
H -4.39938 2.65954 -1.24212
H -3.35521 1.89331 -0.02949
H -4.23034 0.89545 -1.19913
H -0.08336 0.76691 -2.51743
H -0.26794 1.36681 -0.88225
*
```

The HOMO energy comes out at -5.5133 eV. As for the total energy: -93807.7490 eV. For the energy above the lowest of the compared OMol25 structures with the same formula, charge and spin, the calculation gives 28.51 kcal/mol. Its molecular weight is 675.688 u. The gap between HOMO and LUMO comes out at 0.182 hartree.